Record 1
ORCA calculation (ωB97M-V/def2-TZVPD) on C40H56BF2MnN5P as an isolated structure.

The molecular weight is 741.64 g mol⁻¹. As for the charge: +3. Its multiplicity is 2. For the HOMO-LUMO gap (alpha / beta), the calculation gives 0.0850 / 0.1742 Eh. Its relative energy (zero: lowest compared OMol25 entry of this formula, charge and spin) is 124.57 kJ/mol.

```
106
Properties=species:S:1:pos:R:3:mulliken_charge:R:1
Mn -0.0605 1.0536 -0.3775 0.8844
C -4.2027 2.9684 1.5850 -1.6261
C -3.6490 1.6135 2.0219 -0.0654
C -3.9992 1.3828 3.5036 -1.4828
C -2.1637 1.4511 1.8817 0.5110
C -1.2605 2.4624 2.1863 -0.9720
C 0.1299 2.2714 2.2339 1.8109
C 0.8995 3.4594 2.7764 0.1039
C 2.3836 3.2951 3.0982 -1.9189
C 0.6472 4.7045 1.8996 -1.3620
C 0.6447 0.9754 1.8936 -0.3763
C -0.2785 -0.1046 1.6540 0.5321
C -1.6398 0.1827 1.5798 -0.1501
C 0.1142 -1.5727 1.7229 0.4884
C -0.6952 -2.4471 0.7491 -2.0364
C -0.1098 -2.0704 3.1548 -1.4692
C 2.0558 0.5630 2.1292 -0.6021
C 2.4330 0.2594 3.4370 -0.2631
C 3.6890 -0.2478 3.7137 -1.4817
C 4.5838 -0.4695 2.6795 -1.0294
C 4.2218 -0.1822 1.3755 -0.3488
C 2.9592 0.3376 1.0817 -0.0035
P 2.4779 0.7722 -0.6424 0.4034
C 3.5520 2.2956 -1.1436 2.1386
C 4.9148 2.1943 -0.4626 -1.8150
C 2.8268 3.5445 -0.6551 -1.6093
C 3.7200 2.3893 -2.6553 -1.8194
C 2.8708 -0.7197 -1.7641 2.1053
C 4.3334 -1.0896 -1.9666 -1.5617
C 2.1342 -1.8825 -1.1035 -1.7056
C 2.2272 -0.4036 -3.1170 -1.6639
H -5.2881 2.9158 1.5702 0.4762
H -3.8677 3.2514 0.5894 0.3531
H -3.9318 3.7565 2.2814 0.4385
H -4.1430 0.8250 1.4406 0.4147
H -3.5044 2.1180 4.1315 0.3779
H -3.7127 0.3882 3.8347 0.3907
H -5.0710 1.4922 3.6372 0.4782
H -1.6571 3.4175 2.4906 0.6507
H 0.4240 3.6797 3.7443 0.6703
H 2.9758 2.9505 2.2542 0.4576
H 2.5378 2.6041 3.9219 0.3914
H 2.7819 4.2567 3.4165 0.5421
H 0.7462 4.4845 0.8395 0.2391
H 1.3599 5.4805 2.1599 0.4274
H -0.3411 5.1235 2.0635 0.4383
H -2.3364 -0.6329 1.4483 0.5541
H 1.1801 -1.6726 1.5094 -0.2286
H -1.6227 -2.7823 1.2051 0.5638
H -0.1299 -3.3358 0.4862 0.4318
H -0.9383 -1.9028 -0.1667 0.1403
H -1.1499 -1.9527 3.4446 0.3852
H 0.5150 -1.5321 3.8588 0.3359
H 0.1490 -3.1228 3.2157 0.4911
H 1.7278 0.4188 4.2392 0.9442
H 3.9663 -0.4727 4.7313 0.5122
H 5.5670 -0.8612 2.8853 0.5420
H 4.9319 -0.3614 0.5878 0.4020
H 4.8359 2.1611 0.6215 0.3717
H 5.4980 3.0775 -0.7202 0.5503
H 5.4811 1.3331 -0.8032 0.3111
H 2.7476 3.5689 0.4277 0.2848
H 1.8239 3.6049 -1.0951 0.0233
H 3.3753 4.4313 -0.9673 0.7492
H 4.3370 1.5949 -3.0605 0.3407
H 4.2304 3.3237 -2.8801 0.5768
H 2.7634 2.4129 -3.1695 0.3050
H 4.7995 -1.4844 -1.0708 0.3299
H 4.9209 -0.2619 -2.3459 0.3050
H 4.3680 -1.8798 -2.7151 0.5156
H 2.6010 -2.1512 -0.1586 0.3199
H 2.1719 -2.7614 -1.7432 0.7690
H 1.0909 -1.5924 -0.9310 0.0187
H 2.9023 0.1357 -3.7699 0.4050
H 1.3174 0.1903 -2.9744 -0.0365
H 1.9781 -1.3296 -3.6267 0.6325
C -0.9450 -1.5085 -3.3991 -1.0711
C -1.9030 -0.7591 -2.5597 0.3856
N -1.5795 0.2139 -1.7024 0.5095
C -2.7757 0.7485 -1.2679 -1.1931
C -3.8055 0.0704 -1.8293 -1.2688
N -3.2472 -0.8863 -2.6371 0.2741
C -4.0374 -1.8375 -3.3948 -1.4123
N -4.5041 -2.9392 -2.5950 0.8949
N -5.7797 -2.9627 -2.1909 -0.6078
N -6.0499 -4.0434 -1.6384 -0.5438
C -4.9820 -4.8799 -1.6476 0.0995
C -4.7935 -6.1944 -1.2263 -0.7304
C -3.5263 -6.7298 -1.3461 -0.5070
C -2.4812 -5.9903 -1.9099 -0.7976
C -2.6486 -4.6897 -2.3502 -0.2654
C -3.9215 -4.1433 -2.2512 1.0760
H -0.2262 -2.0520 -2.7918 -0.1022
H -0.3968 -0.7972 -4.0145 0.3218
H -1.4522 -2.2006 -4.0615 0.6422
H -2.8306 1.6036 -0.6213 0.9667
H -4.8633 0.2006 -1.7201 0.5636
H -3.4667 -2.2119 -4.2505 0.5766
H -4.9365 -1.3248 -3.7617 0.3221
H -5.6234 -6.7861 -0.8746 0.4479
H -3.3384 -7.7408 -1.0170 0.4205
H -1.5122 -6.4532 -1.9991 0.4301
H -1.8114 -4.1230 -2.7258 0.3324
F -0.7753 3.0733 -0.8352 -0.1980
B 0.0121 2.4557 -1.7589 1.2396
F 0.0291 2.9937 -2.9346 -0.0134
```

***

Record 2
ORCA calculation (ωB97M-V/def2-TZVPD) on C40H56F4N13O3Tl as an isolated structure.

The molecular weight is 1047.35 g mol⁻¹. As for the charge: +2. For the HOMO-LUMO gap (alpha / beta), the calculation gives 0.2179 / 0.2243 Eh. Its relative energy (zero: lowest compared OMol25 entry of this formula, charge and spin) is 0.00 kJ/mol.

```
117
Properties=species:S:1:pos:R:3:mulliken_charge:R:1
Tl -0.6478 -0.7439 -0.0563 2.2174
C -2.4437 2.1292 -3.0232 -1.7711
C -2.9531 1.7400 -1.6415 0.8883
N -3.2187 0.3129 -1.3823 0.9208
C -3.7437 -0.4385 -2.5439 -0.3503
C -5.1631 -0.0096 -2.9893 -1.3884
C -3.9897 0.1434 -0.1381 -0.8945
C -4.1876 -1.3092 0.3077 -1.0394
N -2.9072 -1.9613 0.4254 0.7633
C -2.9655 -3.3239 0.1933 -0.6296
C -2.2192 -3.8836 -0.8831 0.3082
F -1.6556 -3.0058 -1.7994 -0.0131
C -2.1122 -5.2483 -1.1191 -0.0142
F -1.3989 -5.6768 -2.2001 -0.2964
C -2.7258 -6.1895 -0.2610 -0.6080
C -3.4662 -5.7004 0.8404 0.1695
F -4.0784 -6.5648 1.6882 -0.2793
C -3.5690 -4.3145 1.0603 0.6122
F -4.2643 -3.8460 2.1316 -0.3680
H -2.2516 3.2136 -3.0316 0.5018
H -1.5190 1.6088 -3.2893 0.5162
H -3.1902 1.9410 -3.8058 0.3647
H -2.1844 2.0176 -0.8979 -1.3022
H -3.8725 2.3301 -1.4567 0.4207
H -3.0607 -0.3040 -3.4000 0.3762
H -3.7432 -1.5016 -2.2616 0.1540
H -5.1982 1.0692 -3.2199 0.2559
H -5.4574 -0.5939 -3.8769 0.4547
H -5.8970 -0.2073 -2.1854 0.2907
H -3.4601 0.6712 0.6721 -0.0704
H -4.9867 0.5933 -0.2541 0.7090
H -4.7327 -1.3072 1.2863 0.4808
H -4.8283 -1.8417 -0.4153 0.4825
H -2.6103 -7.2616 -0.4496 0.5109
O 4.4085 4.8125 -1.4460 -0.5068
C 4.1362 4.4467 -0.0941 -0.4815
C 3.0448 3.3957 -0.1134 -0.2249
C 2.4842 2.9353 1.0851 -1.6405
C 1.5265 1.9352 1.0406 -0.7091
N 1.1078 1.3705 -0.0990 1.3054
C 1.6390 1.8020 -1.2572 -0.0302
C 2.5912 2.8368 -1.3181 -0.5028
C 1.1289 1.1865 -2.5138 0.6781
C 1.3857 1.7886 -3.7586 -0.7834
C 0.9046 1.1765 -4.9149 0.5976
C 1.1802 1.8241 -6.2553 -1.0724
O 2.5824 1.9864 -6.4589 -0.5045
C 0.2739 -0.0682 -4.8174 -1.1213
C 0.0920 -0.5887 -3.5457 -0.6941
N 0.4854 0.0190 -2.4294 0.7362
H 5.1209 5.4610 -1.4669 0.3262
H 3.7951 5.3222 0.4790 0.3373
H 5.0379 4.0652 0.4100 0.3228
H 2.7940 3.3764 2.0512 0.4882
H 1.0691 1.5748 1.9708 0.5573
H 3.0039 3.2179 -2.2607 0.5933
H 1.9392 2.7339 -3.8395 0.3988
H 0.7463 2.8308 -6.2968 0.3062
H 0.7283 1.2052 -7.0449 0.3874
H 2.9481 1.1820 -6.8460 0.3207
H -0.1085 -0.6056 -5.6956 0.4200
H -0.3899 -1.5570 -3.4055 0.3646
N 6.1204 -4.3643 -1.2865 -0.3552
C 4.9950 -4.5978 -1.9825 0.1205
O 4.8828 -5.3683 -2.9356 -0.5896
C 3.8175 -3.7790 -1.5240 0.7216
C 2.5532 -4.3471 -1.6659 -0.8186
C 1.4499 -3.6126 -1.2766 -0.3977
N 1.5435 -2.3694 -0.8278 0.6382
C 2.7456 -1.8113 -0.7351 -0.4758
C 3.9245 -2.4749 -1.0234 -1.1202
H 6.9245 -4.9571 -1.4832 0.2601
H 6.0661 -3.9210 -0.3760 0.1975
H 2.4657 -5.3531 -2.1007 0.5272
H 0.4366 -4.0301 -1.3767 0.0431
H 2.7521 -0.7566 -0.4439 0.5462
H 4.8835 -1.9440 -0.9581 0.5515
C -0.7813 5.7268 1.2146 -1.1690
C -1.1577 5.6269 2.7194 0.7848
C 0.0779 5.4630 3.6348 -1.2334
C -2.2728 4.6047 3.0385 -1.0661
N -1.8777 3.2244 2.6629 0.9715
C -1.6105 2.6478 1.4709 -1.3480
N -1.4205 1.3507 1.6278 0.6418
N -1.6118 1.1249 2.9565 -0.1861
N -1.8749 2.1890 3.5614 -0.8940
H -0.2984 6.7073 1.0600 0.4337
H -1.6540 5.6696 0.5498 0.3323
H -0.0641 4.9363 0.9286 0.1196
H -1.5993 6.6192 2.9801 0.2980
H 0.5497 4.4773 3.5177 0.1325
H -0.1911 5.6044 4.7019 0.3824
H 0.8365 6.2266 3.4090 0.3909
H -3.2078 4.8586 2.5119 0.3316
H -2.4574 4.5615 4.1322 0.3840
H -1.4773 3.1677 0.5219 0.5806
C -1.3036 -2.4489 3.2180 -0.7853
N 0.0766 -2.5214 3.7171 0.2073
C 0.3525 -3.6229 4.6588 -1.1944
C 1.0504 -1.7753 3.1124 0.3070
N 0.8315 -1.1642 1.9847 0.3140
N 2.2883 -1.7097 3.7869 0.2428
C 3.4972 -1.3765 3.0401 -0.8320
C 2.3257 -1.3337 5.2092 -1.1244
H -1.9935 -2.7313 4.0341 0.5140
H -1.4360 -3.1230 2.3610 0.3684
H -1.5113 -1.4300 2.9001 -0.1254
H -0.1549 -4.5311 4.3154 0.4077
H -0.0101 -3.3966 5.6868 0.3254
H 1.4399 -3.8452 4.7182 0.3693
H 1.6608 -0.6847 1.6297 -0.7935
H 3.4358 -1.8508 2.0586 0.2023
H 4.3844 -1.7898 3.5557 0.3508
H 3.6362 -0.2803 2.8992 0.2390
H 1.3267 -1.4356 5.6566 0.3787
H 2.6498 -0.2825 5.3166 0.3328
H 3.0316 -1.9695 5.7541 0.3181
```

***

Number 1: E_tot -3547.5356 Eh, F_max 2.3 eV Å⁻¹. Number 2: E_tot -3066.7165 Eh, F_max 3.0 eV Å⁻¹.